[1]
ORCA calculation (wB97M-V/def2-TZVPD) on C4H4N2 as an isolated structure at a distorted geometry.

## Properties
Relative energy (zero: lowest compared OMol25 entry of this formula, charge and spin) in kcal per mole: 162.77
Gap between HOMO and LUMO in eV: 8.64
E_HOMO in eV: -8.97
E_tot in Eh: -264.06703

Geometry as ORCA input:
```
! wB97M-V def2-TZVPD RIJCOSX def2/J DEFGRID3
* xyz 0 1
C 0.99788 0.82817 0.87427
C 1.78112 -0.07980 0.40062
C 0.04654 0.55974 -0.16586
C -1.20345 -0.16547 0.31011
N 2.01239 -0.91013 -0.58727
N 0.90708 -0.78909 -1.16738
H 0.03777 1.35791 -0.94639
H -0.94231 -0.70804 1.18685
H -1.77203 -0.69291 -0.47566
H -1.86497 0.59964 0.57071
*
```

***

[2]
ORCA calculation (wB97M-V/def2-TZVPD) on C4H4N2 as an isolated structure.

## Properties
Relative energy (zero: lowest compared OMol25 entry of this formula, charge and spin) in kcal per mole: 195.64
Gap between HOMO and LUMO in eV: 9.24
E_HOMO in eV: -8.79
E_tot in Eh: -264.01466

Geometry as ORCA input:
```
! wB97M-V def2-TZVPD RIJCOSX def2/J DEFGRID3
* xyz 0 1
C 0.45268 0.95945 -0.52047
C 0.87862 -0.39921 -0.04838
N 0.64867 -1.85557 -0.11864
N -0.57024 -1.87186 0.21268
C -0.86204 -0.43742 0.05461
C -0.49202 0.95310 0.47062
H 0.87093 1.69598 -1.20579
H 1.53795 -0.31253 0.82504
H -1.53069 -0.41610 -0.81582
H -0.93387 1.68415 1.14614
*
```

***

[3]
ORCA calculation (wB97M-V/def2-TZVPD) on one molecule with the formula C4H4N2O at a distorted geometry.

## Properties
Relative energy (zero: lowest compared OMol25 entry of this formula, charge and spin) in kcal per mole: 40.35
Gap between HOMO and LUMO (spin up / spin down) in eV: 9.27 / 9.27
E_HOMO (spin up / spin down) in eV: -9.28 / -9.28
Structure (SMILES): O=c1cc[nH]cn1
E_tot in Eh: -339.51737

Geometry as ORCA input:
```
! wB97M-V def2-TZVPD RIJCOSX def2/J DEFGRID3
* xyz 0 1
O 2.33331 -1.12556 0.59303
C 1.22971 -0.74344 0.27893
C 0.99200 0.57714 -0.33882
C -0.17432 1.19476 -0.07706
N -1.27759 0.37163 0.17289
C -1.01839 -1.01442 -0.01652
N 0.08029 -1.58682 0.27613
H 1.79182 0.96990 -0.93345
H -0.35952 2.27488 -0.11501
H -1.93401 0.56258 0.91992
H -1.66330 -1.48065 -0.76005
*
```

***

[4]
ORCA calculation (wB97M-V/def2-TZVPD) on one molecule with the formula C4H4N2O.

## Properties
Relative energy (zero: lowest compared OMol25 entry of this formula, charge and spin) in kcal per mole: 48.43
Gap between HOMO and LUMO in eV: 8.54
E_HOMO in eV: -8.15
Structure (SMILES): O=C=C1C=NCN1
E_tot in Eh: -339.50449

Geometry as ORCA input:
```
! wB97M-V def2-TZVPD RIJCOSX def2/J DEFGRID3
* xyz 0 1
O -3.06002 -0.67632 -0.37791
C -1.91921 -0.41258 -0.40016
C -0.64071 -0.11128 -0.51377
C -0.07663 1.24381 -0.40769
N 1.06053 1.24415 0.16586
C 1.31320 -0.12828 0.59201
N 0.48401 -0.96597 -0.28356
H -0.55335 2.15272 -0.76451
H 0.98908 -0.19105 1.64546
H 2.37139 -0.38570 0.52393
H 0.24878 -1.86902 0.11094
*
```

***

[5]
ORCA calculation (wB97M-V/def2-TZVPD) on C4H4N2O as an isolated structure at a distorted geometry.

## Properties
Relative energy (zero: lowest compared OMol25 entry of this formula, charge and spin) in kcal per mole: 81.83
Gap between HOMO and LUMO in eV: 8.50
E_HOMO in eV: -9.10
E_tot in Eh: -339.45126

Geometry as ORCA input:
```
! wB97M-V def2-TZVPD RIJCOSX def2/J DEFGRID3
* xyz 0 1
C 0.27717 0.16143 0.58510
C -0.16851 0.82031 -0.42119
C -0.48391 -0.11713 -1.54746
C -0.64394 -1.43901 -0.71505
H 1.00362 0.05554 2.50891
H 0.77784 1.81822 1.85951
H 0.30944 1.82832 -0.65858
H -0.99747 -2.48430 -1.10332
N 1.03159 0.53113 1.65583
N -0.40650 -1.13183 0.53211
O -0.69934 -0.04269 -2.69587
*
```

***

[6]
ORCA calculation (wB97M-V/def2-TZVPD) on one molecule with the formula C4H4N2O at a distorted geometry.

## Properties
Relative energy (zero: lowest compared OMol25 entry of this formula, charge and spin) in kcal per mole: 102.86
Gap between HOMO and LUMO in eV: 9.73
E_HOMO in eV: -9.38
Structure (SMILES): C1=COC=NN=C1
E_tot in Eh: -339.41776

Geometry as ORCA input:
```
! wB97M-V def2-TZVPD RIJCOSX def2/J DEFGRID3
* xyz 0 1
C -0.99316 0.60469 0.39925
C 0.11357 1.16997 -0.11703
O 1.33608 0.57034 -0.47505
C 1.54965 -0.60993 0.10793
N 0.73984 -1.64472 0.29765
N -0.50076 -1.44386 -0.47993
C -1.41820 -0.65568 -0.13752
H -1.52740 1.33645 0.78073
H 0.46384 2.22828 -0.18168
H 2.52689 -0.82764 0.52436
H -2.29034 -0.72790 -0.71869
*
```